Entry 1:
{"formula": "CH2ClO3S", "method": "ωB97M-V with the def2-TZVPD basis set", "species": ["C", "O", "O", "O", "S", "Cl", "H", "H"], "positions_angstrom": [[0.4963, 0.2175, -1.9465], [0.5211, 0.9225, 2.2776], [-1.5956, -0.2408, 1.7138], [0.5001, -1.5377, 1.9655], [-0.1302, -0.2443, 1.6721], [-0.9460, -0.1487, -2.8175], [0.6434, 1.2939, -1.8995], [0.5107, -0.2623, -0.9656]], "mulliken_charge": [-0.258, -0.536, -0.526, -0.532, 0.632, -0.145, 0.247, 0.119], "gap_ev": [5.8470, 8.6359], "homo_ev": [-3.28, -5.28], "total_charge": -1, "mol_weight_g_mol": 129.54, "total_energy_ha": -1123.371684}



Entry 2:
{"formula": "C33H52N2O14", "method": "ωB97M-V with the def2-TZVPD basis set", "species": ["C", "C", "O", "N", "H", "H", "C", "H", "H", "H", "H", "H", "H", "N", "O", "O", "O", "C", "C", "C", "O", "H", "H", "H", "H", "H", "H", "H", "H", "C", "C", "C", "O", "H", "H", "H", "H", "H", "H", "H", "H", "C", "C", "C", "O", "H", "H", "H", "H", "H", "H", "H", "H", "C", "C", "C", "O", "H", "H", "H", "H", "H", "H", "H", "H", "C", "C", "C", "O", "C", "C", "C", "O", "H", "H", "H", "H", "C", "C", "C", "O", "C", "C", "C", "O", "H", "H", "H", "H", "C", "C", "C", "O", "C", "C", "C", "O", "H", "H", "H", "H"], "positions_angstrom": [[-1.2284, -0.5363, 0.4791], [0.1066, -0.2453, -0.1509], [0.2336, -0.1773, -1.3969], [1.3816, -0.4163, 0.8081], [1.0146, 0.2467, 1.4891], [1.4426, -1.3973, 1.0181], [2.6996, -0.0313, 0.1571], [-1.4634, -1.4853, 0.1931], [-1.9154, 0.2997, 0.3371], [-0.9224, -0.7623, 1.7051], [2.9446, -0.6823, -0.7699], [3.5766, -0.1553, 0.8371], [2.9176, 0.9387, -0.2449], [2.3686, -3.0273, 2.3451], [2.7516, -1.9613, 2.9351], [2.3776, -4.1463, 2.8741], [1.6576, -2.9713, 1.2961], [4.8316, 4.3847, -0.7699], [5.4686, 3.0067, -0.9109], [5.7166, 2.3297, 0.4551], [4.4086, 2.2377, -1.5189], [3.8476, 4.0517, -0.4669], [4.9056, 4.8137, -1.7009], [5.5726, 4.8567, 0.1421], [6.3936, 2.8277, -1.4279], [5.7386, 1.2417, 0.5731], [4.8556, 2.4797, 1.3631], [6.7196, 2.6097, 0.8691], [4.4426, 2.2737, -2.5039], [1.9836, 2.9537, 2.5971], [1.0446, 2.0627, 3.4551], [-0.3884, 2.3727, 3.0261], [1.2006, 0.7337, 3.2201], [3.0746, 2.6867, 2.5801], [1.9496, 4.0397, 2.7791], [1.6506, 2.9767, 1.5951], [1.0946, 2.3127, 4.6441], [-0.6004, 3.3697, 2.7191], [-1.0444, 2.0837, 3.7001], [-0.5984, 1.8697, 2.0451], [1.9596, 0.5357, 3.7661], [4.2666, -3.7813, -3.5379], [4.0506, -2.7093, -2.6199], [5.1466, -1.6043, -2.6019], [2.8416, -2.0353, -3.0889], [5.1976, -4.1773, -3.2009], [4.2706, -3.5573, -4.6499], [3.4706, -4.6173, -3.4129], [3.8826, -2.9693, -1.6039], [4.6746, -0.6093, -1.9919], [5.4926, -1.2673, -3.3949], [5.9046, -1.8213, -2.0729], [2.0616, -2.2753, -2.5409], [-6.4864, -0.1643, -0.6929], [-5.3074, -1.1283, -0.9759], [-4.4724, -0.7853, -2.2099], [-4.5404, -0.9383, 0.1481], [-7.4344, -0.4573, -1.3079], [-6.3384, 0.8707, -0.8949], [-6.9884, -0.0103, 0.4061], [-5.4654, -2.1463, -0.8819], [-4.2414, 0.3687, -2.1019], [-5.1684, -0.8733, -3.1609], [-3.5054, -1.4883, -2.0449], [-5.0774, -1.1323, 0.7541], [0.4596, 3.0767, -3.2519], [1.1876, 3.6767, -2.0509], [0.6866, 5.0917, -1.5809], [1.2916, 5.6777, -0.6129], [-0.3654, 5.7097, -2.4399], [-1.0614, 5.0567, -3.5199], [-0.6714, 3.6107, -3.9659], [-1.0504, 3.0667, -4.9779], [0.9396, 1.9567, -3.5519], [1.9526, 2.9747, -1.5149], [-0.6714, 6.7277, -2.2079], [-2.0684, 5.4717, -4.1399], [0.3936, -5.3503, -0.5729], [-0.5214, -6.4693, -0.2429], [-2.0384, -6.1023, -0.3199], [-2.8804, -6.8963, 0.1291], [-2.5054, -4.9353, -1.0809], [-1.4774, -4.0763, -1.5949], [-0.0494, -4.1653, -1.2099], [0.6006, -3.2283, -1.6119], [1.4256, -5.7573, -0.6999], [-0.1114, -7.3873, 0.1511], [-3.6474, -4.9743, -1.5099], [-1.9794, -3.2063, -2.1899], [-5.8984, -0.6863, 5.2671], [-4.5384, -0.4993, 4.7151], [-4.3284, 0.4277, 3.4641], [-3.2094, 0.5947, 2.9201], [-5.5184, 0.8827, 2.9051], [-6.8514, 0.5727, 3.3371], [-7.0864, -0.1303, 4.5461], [-8.2084, -0.3323, 4.9171], [-5.9294, -1.2923, 6.0901], [-3.6434, -0.8743, 5.1751], [-5.3294, 1.4137, 1.9281], [-7.7054, 1.0827, 2.8351]], "mulliken_charge": [-0.800, 0.608, -0.458, 0.671, -0.147, 0.356, 0.093, 0.435, 0.269, 0.213, -0.504, 0.449, -0.054, 0.830, -0.598, -0.646, -0.678, -0.628, 0.180, -0.966, -0.372, -0.058, 0.369, 0.303, 0.425, 0.337, -0.036, 0.427, 0.214, -1.032, 0.433, -1.518, -0.471, 0.154, 0.430, 0.154, 0.350, 0.528, 0.475, 0.100, 0.283, -1.338, 0.923, -1.839, -0.509, 0.434, 0.267, 0.218, 0.170, 0.019, 0.769, 0.672, 0.359, -1.061, 0.245, -0.725, -0.344, 0.339, 0.306, 0.136, 0.419, 0.213, 0.374, -0.039, 0.112, -0.266, 0.388, 0.394, -0.572, -0.433, -0.334, 0.244, -0.519, 0.162, 0.237, 0.403, 0.226, -0.392, -0.573, 0.345, -0.556, -0.268, -0.013, 0.453, -0.440, 0.305, 0.410, 0.283, 0.258, -0.612, -0.448, 0.449, -0.438, -0.118, -0.176, 0.147, -0.518, 0.500, 0.456, 0.354, 0.420], "gap_ev": 6.1891, "homo_ev": -8.70, "mol_weight_g_mol": 700.78, "total_energy_ha": -2450.712507}



Entry 3:
{"formula": "C4H5O2S", "method": "ωB97M-V with the def2-TZVPD basis set", "species": ["C", "C", "S", "C", "C", "O", "O", "H", "H", "H", "H", "H"], "positions_angstrom": [[1.5812, -0.3336, -0.8653], [0.6259, 0.2851, 0.1084], [0.2112, -0.8960, 1.4306], [-0.8478, -0.1933, 0.0955], [-1.9812, 0.7341, 0.5845], [-3.0457, 0.1057, 0.5676], [-1.6789, 1.8909, 0.8159], [1.6797, 0.2148, -1.7079], [1.2686, -1.3215, -0.9570], [2.5425, -0.6198, -0.3450], [0.7688, 1.1689, 0.7652], [-1.1243, -1.0352, -0.4926]], "mulliken_charge": [-1.222, -0.048, -0.315, -0.179, 0.427, -0.720, -0.692, 0.372, 0.367, 0.271, 0.362, 0.376], "gap_ev": 7.4844, "homo_ev": -4.00, "total_charge": -1, "mol_weight_g_mol": 117.15, "total_energy_ha": -704.106939, "smiles": "C[C@@H]1S[C@H]1C(=O)[O-]"}



Entry 4:
{"formula": "C6H8N3O4S", "method": "ωB97M-V with the def2-TZVPD basis set", "species": ["C", "C", "C", "C", "C", "C", "N", "N", "N", "O", "O", "O", "O", "S", "H", "H", "H", "H", "H", "H", "H", "H"], "positions_angstrom": [[-0.8257, -1.1117, 1.6898], [0.4313, 1.1302, 0.2419], [-1.0245, -0.5816, -1.1687], [-1.5666, 0.2796, 1.4606], [-0.7012, 1.4913, 1.2303], [-0.0066, 0.4464, -1.0642], [0.2048, -1.6219, 1.2002], [1.6188, 1.3049, 0.5257], [1.9990, -1.2219, -0.9815], [-1.4280, -1.6971, -0.9278], [-1.2908, 0.5567, -1.8243], [0.6118, -0.9256, -3.1668], [2.3291, 0.8141, -2.5112], [1.4483, -0.3478, -2.1433], [-1.6482, -1.7121, 2.2153], [-2.0473, -0.0801, 0.4886], [-2.3506, 0.2102, 2.2388], [-0.2472, 1.7374, 2.2507], [-1.3095, 2.3283, 0.6773], [2.2687, 0.9821, -0.2229], [0.6934, -1.2320, 0.4505], [2.8412, -0.7495, -0.6588]], "mulliken_charge": [0.011, 0.051, 0.363, -0.779, -0.259, 0.643, -0.639, -0.604, -0.656, -0.560, -0.425, -0.643, -0.630, 0.912, 0.255, 0.261, 0.397, 0.274, 0.192, 0.174, 0.384, 0.277], "gap_ev": [5.2381, 5.3567], "spin_multiplicity": 3, "homo_ev": [-1.71, -5.34], "total_charge": -1, "mol_weight_g_mol": 218.21, "total_energy_ha": -1096.581603}



Entry 5:
{"formula": "C19H15N2O2S", "method": "ωB97M-V with the def2-TZVPD basis set", "species": ["C", "C", "C", "C", "C", "C", "C", "C", "C", "C", "S", "C", "C", "C", "C", "C", "C", "N", "N", "C", "H", "H", "H", "H", "H", "H", "H", "H", "H", "H", "H", "H", "C", "C", "O", "O", "H", "H", "H"], "positions_angstrom": [[-4.4604, -1.5676, -1.3947], [-3.8106, -0.1807, -1.5948], [-2.7838, 0.1112, -0.4819], [-2.5477, -0.9186, 0.6065], [-1.4108, -0.5266, 1.6910], [-1.6462, 0.4190, 2.8925], [-0.4371, 0.6808, 3.8411], [0.9839, 0.0468, 3.6295], [1.2303, -0.8834, 2.3852], [-0.0135, -1.1490, 1.4535], [0.3769, -2.2587, -0.0008], [2.0352, -1.5586, -0.5115], [2.3949, -1.3023, -1.9887], [3.7718, -0.6762, -2.3211], [4.7233, -0.3535, -1.1484], [4.3712, -0.6334, 0.3513], [2.9850, -1.2323, 0.7047], [2.5401, -1.5210, 2.1025], [-3.1445, -2.1832, 0.8621], [-4.0779, -2.4071, -0.1886], [-5.2239, -1.9564, -2.1494], [-4.0677, 0.5046, -2.4624], [-2.2010, 1.1076, -0.4830], [-2.6565, 0.9130, 3.0620], [-0.6449, 1.3893, 4.7272], [1.8201, 0.2751, 4.3890], [1.6104, -1.5547, -2.7855], [4.0019, -0.4630, -3.4227], [5.7308, 0.1111, -1.3969], [5.1141, -0.4048, 1.2008], [3.2603, -1.2060, 2.7771], [-4.6373, -3.4147, -0.0948], [-0.6074, 3.6414, -2.5456], [-0.2764, 2.7533, -1.3474], [-0.8810, 3.0396, -0.2794], [0.5591, 1.8455, -1.5787], [-1.3384, 4.4099, -2.2811], [0.2999, 4.1354, -2.9033], [-1.0218, 3.0335, -3.3548]], "mulliken_charge": [-0.295, -0.534, 0.092, -0.440, 0.714, -0.430, -0.390, -0.680, 0.312, 0.360, -0.259, 0.494, -0.293, -0.442, -0.373, -0.601, 0.291, -0.280, -0.403, -0.153, 0.275, 0.366, 0.194, 0.318, 0.248, 0.183, 0.282, 0.276, 0.276, 0.186, 0.344, 0.300, -1.002, 0.673, -0.774, -0.643, 0.318, 0.283, 0.208], "gap_ev": 7.1386, "homo_ev": -4.28, "total_charge": -1, "mol_weight_g_mol": 335.41, "total_energy_ha": -1390.905586}



Entry 6:
{"formula": "C11H14O", "method": "ωB97M-V with the def2-TZVPD basis set", "species": ["C", "C", "C", "C", "C", "C", "C", "C", "O", "C", "C", "C", "H", "H", "H", "H", "H", "H", "H", "H", "H", "H", "H", "H", "H", "H"], "positions_angstrom": [[-3.4421, -0.6441, 0.0988], [-1.9919, -0.4171, -0.0054], [-1.3302, 0.7431, -0.0953], [0.0570, 0.5345, -0.3526], [1.1998, 1.3061, -0.1379], [1.1622, 2.6464, 0.4644], [2.5392, 0.7183, -0.3043], [2.7850, -0.6400, -0.1313], [3.9945, -1.3470, -0.2243], [1.5419, -1.3998, 0.3764], [0.3270, -0.9464, -0.5753], [-1.0241, -1.5960, -0.1004], [-3.7294, -1.2291, 1.0113], [-3.8614, -1.1895, -0.7429], [-3.9015, 0.3707, 0.0631], [-1.8949, 1.6607, -0.0786], [0.3600, 2.5571, 1.3023], [1.1565, 3.4720, -0.2919], [2.0777, 2.7995, 1.1038], [3.3883, 1.3778, -0.5537], [4.7216, -0.7613, -0.4666], [1.3342, -1.1536, 1.4515], [1.6847, -2.4423, 0.2346], [0.7217, -1.1614, -1.6251], [-0.9096, -2.3255, 0.7699], [-1.6459, -2.2133, -0.8722]], "mulliken_charge": [-1.308, 0.905, -0.982, -0.137, 1.045, -1.495, -0.826, 0.464, -0.521, -1.021, 0.062, -0.821, 0.268, 0.332, 0.325, 0.397, 0.368, 0.281, 0.373, 0.278, 0.326, 0.356, 0.412, 0.340, 0.337, 0.243], "gap_ev": 7.9024, "homo_ev": -7.05, "mol_weight_g_mol": 162.23, "total_energy_ha": -502.707150, "smiles": "CC1=CC2=C(C)C=C(O)C[C@H]2C1"}